Entry 1:
{
  "formula": "C4H8O2",
  "method": "ωB97M-V/def2-TZVPD",
  "smiles": "CC/C=C/OO",
  "e_lumo_ev": 1.0879,
  "spin_multiplicity": 1,
  "homo_energy_ha": -0.3174,
  "relative_energy_kj_mol": 688.7,
  "total_energy_ha": -307.45013,
  "charge": 0,
  "species": ["C", "C", "C", "C", "O", "O", "H", "H", "H", "H", "H", "H", "H", "H"],
  "coordinates": [[-1.15518, 0.03224, 0.47677], [-2.18754, -0.07616, -0.62336], [1.01371, 0.51126, 0.10091], [0.42774, -0.59692, -0.07955], [2.57090, 0.08798, -0.44515], [3.47744, 0.34239, 0.66557], [4.21565, -0.21448, 0.37597], [1.08448, 1.47596, 0.56279], [0.46659, -1.55575, -0.55918], [-1.19718, 1.00709, 0.96527], [-1.32868, -0.68946, 1.27707], [-2.20251, -1.07696, -1.06345], [-3.19274, 0.11027, -0.22962], [-1.99268, 0.64255, -1.42406]]
}


Entry 2:
{
  "formula": "C16H54N4O9",
  "method": "ωB97M-V/def2-TZVPD",
  "e_lumo_ev": [2.6223, 2.6019],
  "spin_multiplicity": 2,
  "homo_energy_ha": [-0.0167, -0.2563],
  "relative_energy_kj_mol": 15.4,
  "total_energy_ha": -1538.01738,
  "charge": -1,
  "s_squared": 0.751,
  "species": ["C", "C", "C", "O", "C", "N", "H", "H", "H", "H", "H", "H", "H", "H", "H", "H", "H", "C", "C", "C", "O", "C", "N", "H", "H", "H", "H", "H", "H", "H", "H", "H", "H", "H", "C", "C", "C", "O", "C", "N", "H", "H", "H", "H", "H", "H", "H", "H", "H", "H", "H", "C", "C", "C", "O", "C", "N", "H", "H", "H", "H", "H", "H", "H", "H", "H", "H", "H", "O", "H", "H", "O", "H", "H", "O", "H", "H", "O", "H", "H", "O", "H", "H"],
  "coordinates": [[-4.38448, 0.88662, -3.16936], [-4.07032, 0.81462, -1.61060], [-2.55180, 0.91888, -1.32365], [-2.55882, 1.07135, 0.09034], [-1.40339, 1.72143, 0.57759], [-4.93946, 1.94913, -1.02093], [-4.27913, 1.87331, -3.62040], [-5.35547, 0.42048, -3.33662], [-3.69422, 0.30607, -3.78142], [-4.39860, -0.10515, -1.12649], [-2.01375, 1.75196, -1.77596], [-2.06414, -0.04400, -1.47578], [-1.17660, 1.47622, 1.61515], [-1.36381, 2.79851, 0.41504], [-0.46808, 1.27070, 0.24569], [-4.63515, 2.80290, -1.46654], [-4.54766, 1.91466, -0.09067], [2.37533, 1.47715, 2.83798], [3.04088, 2.21565, 1.66808], [3.07762, 3.72628, 2.07427], [1.72588, 4.28897, 1.98336], [1.64126, 5.69873, 2.11085], [4.49116, 1.75227, 1.46518], [2.72716, 1.63950, 3.85678], [2.39120, 0.39428, 2.71455], [1.39073, 1.77901, 3.19511], [2.42697, 2.13588, 0.77096], [3.63659, 4.20012, 1.26733], [3.66581, 3.81819, 2.98734], [0.64407, 5.88974, 1.71433], [2.33074, 6.23178, 1.45621], [1.68931, 5.93251, 3.17441], [4.79990, 2.02879, 0.54414], [4.50068, 0.74235, 1.47370], [-1.54852, -0.39717, 4.73047], [-1.04603, -1.76186, 4.48548], [-0.12205, -1.90362, 3.27355], [-0.76536, -1.44223, 2.11987], [0.12130, -1.32899, 0.93035], [-0.32411, -2.33342, 5.69271], [-0.60861, 0.11693, 4.93142], [-2.17742, -0.24365, 5.60739], [-1.89049, 0.15042, 3.85223], [-1.92150, -2.37983, 4.28606], [0.19038, -2.92003, 3.03398], [0.87248, -1.47373, 3.39270], [0.70746, -0.41049, 0.95996], [-0.51850, -1.18928, 0.05901], [0.75080, -2.17734, 0.66180], [-0.82098, -2.08341, 6.53575], [-0.30330, -3.34269, 5.66062], [-1.57665, -3.90384, -4.11299], [-0.94752, -3.24558, -2.91483], [-0.46086, -4.28657, -1.76574], [-1.67968, -4.76693, -1.05768], [-2.07740, -3.99936, 0.04862], [0.11890, -2.50200, -3.44575], [-2.28423, -3.23025, -4.59640], [-2.25632, -4.74056, -3.95164], [-0.96229, -4.18777, -4.96742], [-1.68016, -2.59050, -2.44341], [0.17308, -3.89020, -0.97257], [0.00745, -5.19807, -2.13720], [-1.20167, -3.90333, 0.69048], [-2.75853, -4.52294, 0.71947], [-2.52220, -3.04698, -0.23983], [0.66970, -2.04522, -2.73295], [0.82782, -3.14072, -3.77678], [4.75809, 1.94550, -1.57137], [5.11287, 2.82488, -1.44076], [5.43859, 1.36030, -1.23865], [3.16788, 2.52598, -4.03458], [3.48152, 1.97534, -3.31717], [2.26508, 2.24205, -4.17802], [1.33088, 1.41414, -1.90002], [1.41831, 0.47198, -1.75539], [2.15950, 1.78199, -1.59292], [-1.11626, 0.15094, -4.15695], [-0.94057, -0.77303, -4.33484], [-0.26874, 0.51018, -3.89449], [2.46520, -1.33690, -1.22372], [3.09912, -1.22686, -1.93243], [2.99313, -1.32414, -0.42538]]
}


Entry 3:
{
  "formula": "C18H22MnN3O2S2",
  "method": "ωB97M-V/def2-TZVPD",
  "e_lumo_ev": [-1.1683, 0.3669],
  "spin_multiplicity": 5,
  "homo_energy_ha": [-0.2879, -0.2904],
  "total_energy_ha": -2961.27923,
  "charge": 0,
  "s_squared": 6.111,
  "species": ["Mn", "C", "N", "C", "C", "N", "C", "C", "C", "C", "C", "C", "C", "S", "C", "C", "C", "C", "C", "C", "S", "H", "H", "H", "H", "H", "H", "H", "H", "H", "H", "H", "H", "H", "H", "H", "H", "H", "H", "N", "C", "C", "O", "O", "H", "H", "H", "H"],
  "coordinates": [[7.77274, 8.26995, 10.39134], [10.36139, 6.99272, 11.08654], [10.04470, 7.96175, 10.09754], [10.58721, 9.29962, 10.30789], [9.68742, 10.32188, 9.69609], [8.37307, 10.49680, 10.41475], [7.43215, 11.33544, 9.62077], [8.55362, 11.06485, 11.75295], [8.95054, 12.37520, 11.92941], [8.83274, 12.94037, 13.21228], [8.58682, 12.08852, 14.28869], [8.33723, 10.74863, 14.11403], [8.26343, 10.20847, 12.81128], [7.76666, 8.52493, 12.67761], [10.29303, 7.55650, 8.73292], [11.55998, 7.00387, 8.42292], [11.87403, 6.59379, 7.12794], [10.91350, 6.56743, 6.10230], [9.68156, 7.17851, 6.40247], [9.39760, 7.64049, 7.71123], [7.72940, 8.31443, 7.97515], [11.39058, 6.61917, 10.98319], [9.71816, 6.12542, 11.01663], [10.30703, 7.46275, 12.03745], [11.60881, 9.43201, 9.94991], [10.70154, 9.51118, 11.41973], [9.43116, 10.15875, 8.63474], [10.20053, 11.33074, 9.69862], [7.91438, 12.28466, 9.38577], [6.58155, 11.51082, 10.27229], [7.15832, 10.97535, 8.69034], [9.30002, 12.86862, 10.99893], [9.02880, 13.94430, 13.41646], [8.69124, 12.47452, 15.31848], [8.26774, 10.09671, 14.95827], [12.32015, 6.95734, 9.15190], [12.87077, 6.12519, 7.00352], [11.24212, 6.11394, 5.17065], [8.97142, 7.29268, 5.58638], [5.39724, 8.11698, 10.13580], [5.20396, 6.74766, 9.59321], [6.34144, 5.83847, 10.09158], [6.23794, 4.65880, 10.03758], [7.47254, 6.41664, 10.53465], [5.21410, 8.13847, 11.11521], [4.84898, 8.88639, 9.74227], [5.15750, 6.73591, 8.45738], [4.29827, 6.27611, 10.05056]]
}